67
Properties=species:S:1:pos:R:3 method="wB97M-V/def2-TZVPD" homo_lumo_gap_ev=1.25 charge=-2 homo_ev=-5.12 multiplicity=1
Al 37.1172 12.8413 -3.9095
C 38.1022 9.9269 -11.8765
F 38.8967 11.0064 -11.6178
F 37.3443 10.2776 -12.9670
F 38.6809 8.7735 -12.1693
S 36.9668 9.5449 -10.3935
O 35.5685 9.4481 -10.8886
O 37.3762 8.2995 -9.7642
O 37.1293 10.6757 -9.4705
C 38.0216 5.0904 0.3289
F 36.7428 4.6124 0.4309
F 38.2717 5.8174 1.4600
F 38.8196 4.0025 0.3023
S 38.3892 6.1192 -1.3064
O 38.2414 5.2545 -2.4819
O 37.4234 7.2749 -1.3600
O 39.7379 6.6469 -1.1869
C 44.2929 8.1493 -5.7770
F 44.5548 6.8387 -5.6617
F 44.2297 8.7373 -4.5638
F 45.1076 8.7619 -6.5421
S 42.5799 8.2604 -6.6364
O 41.7181 9.2382 -5.9406
O 42.9169 8.6976 -7.9722
O 41.9883 6.9031 -6.7234
C 34.0708 19.9038 -1.6647
F 32.6876 19.9434 -1.7951
F 34.7273 20.4015 -2.6555
F 34.4744 20.4900 -0.5682
S 34.6314 18.0659 -1.4623
O 33.7595 17.2618 -2.2660
O 35.9441 17.9818 -2.0736
O 34.6589 17.6290 -0.0982
C 29.3992 14.3705 -8.3137
F 29.9540 15.5620 -8.0968
F 28.1715 14.3628 -7.8293
F 29.3299 14.0871 -9.5806
S 30.4384 12.9238 -7.4499
O 30.6150 11.8985 -8.5507
O 31.6880 13.4093 -6.9049
O 29.5114 12.4371 -6.4626
C 32.9924 9.6475 1.6972
C 31.7853 10.4740 1.4898
C 32.2294 11.2871 0.2161
O 33.6605 11.3664 0.2289
C 34.0803 10.7849 1.4900
H 33.0254 8.9544 0.8566
H 32.8961 8.9782 2.5521
H 31.5838 11.0860 2.3690
H 30.9569 9.7773 1.3616
H 31.7790 12.2795 0.1967
H 31.8740 10.8389 -0.7118
H 34.1657 11.5727 2.2385
H 35.0358 10.2772 1.3585
C 44.0844 16.4468 -2.5955
C 44.6406 15.2866 -3.3756
C 43.4282 14.5328 -3.9326
O 42.3260 15.4130 -3.7387
C 42.8561 16.7628 -3.5349
H 44.7939 17.2535 -2.4115
H 43.6450 16.1633 -1.6392
H 45.3457 14.7766 -2.7192
H 45.2528 15.7873 -4.1258
H 43.2413 13.6757 -3.2856
H 43.5606 14.0814 -4.9159
H 42.1585 17.4374 -3.0386
H 43.0224 17.1931 -4.5226


78
Properties=species:S:1:pos:R:3 method="wB97M-V/def2-TZVPD" homo_lumo_gap_ev="10.37 / 3.17" charge=-1 s2=0.755 homo_ev="-8.67 / -8.67" multiplicity=2
Li 13.1730 0.5610 -11.9481
Li 15.8033 0.9736 -9.0526
Li 15.0584 -3.4287 -11.0927
Li 18.4282 -0.5520 -12.1095
B 12.0231 -1.4059 -11.4469
F 12.0856 -0.2913 -10.5676
F 12.2988 -0.9831 -12.6580
F 12.8949 -2.4076 -11.1212
F 10.7586 -1.9624 -11.3208
B 20.2242 0.7188 -11.1997
F 19.0016 1.1542 -10.7302
F 20.1611 0.3106 -12.4705
F 21.0731 1.7701 -10.9882
F 20.5248 -0.3940 -10.4201
B 15.5666 -0.1756 -12.1300
F 16.7713 0.2186 -12.3882
F 15.1095 0.3214 -10.9733
F 14.6776 0.2267 -13.1460
F 15.5556 -1.6094 -12.0308
B 15.1162 3.3455 -10.9484
F 15.6076 2.5496 -10.0040
F 14.2063 2.6293 -11.6380
F 14.6627 4.5205 -10.2915
F 16.1861 3.7300 -11.6867
B 13.0968 1.5012 -8.0560
F 11.8466 1.1583 -7.4377
F 13.7123 0.5673 -8.8619
F 12.7664 2.5679 -8.9832
F 14.0840 2.0310 -7.2273
B 17.3946 -1.8723 -9.2473
F 16.4661 -2.8691 -9.4298
F 18.3385 -2.2048 -8.2741
F 18.1419 -1.7219 -10.3979
F 16.6823 -0.6473 -8.9311
C 18.9590 -1.9978 -18.2974
C 18.9441 -0.8416 -17.2954
C 17.6058 -0.1654 -16.9413
O 17.4039 -0.2947 -15.5885
C 18.2663 -1.1472 -15.0885
O 18.3236 -1.5562 -13.9139
O 19.1503 -1.4656 -16.0207
H 18.9866 -1.4429 -19.2352
H 18.1446 -2.7150 -18.1959
H 19.9201 -2.5053 -18.2145
H 19.7723 -0.1679 -17.5151
H 16.8753 -0.7117 -17.5379
H 17.5702 0.8516 -17.3316
C 19.7215 -4.7350 -14.8509
C 18.8321 -5.5260 -13.9744
C 19.0120 -5.1510 -12.4691
O 17.7233 -4.7084 -12.1059
C 16.9160 -4.6708 -13.1200
O 15.7840 -4.3574 -13.0474
O 17.5238 -5.0896 -14.1890
H 19.7237 -3.6856 -14.5565
H 19.2991 -4.7591 -15.8555
H 20.7626 -5.0437 -14.7572
H 19.0443 -6.5869 -14.1072
H 19.6807 -4.2910 -12.4332
H 19.3883 -6.0234 -11.9349
C 12.4332 0.2817 -17.3783
C 13.0520 -0.7848 -18.3104
C 12.0699 -1.7676 -18.7898
F 11.3025 -2.2175 -17.7696
F 11.2197 -1.3066 -19.7463
F 13.7993 -0.3207 -19.2700
F 13.8508 -1.5416 -17.6168
O 13.3100 0.8086 -16.4049
C 13.3769 2.2623 -16.4356
C 14.4250 2.9094 -15.4483
F 15.6060 2.7464 -16.0629
F 14.2484 4.2091 -15.1302
F 13.5888 2.7356 -17.6980
F 12.1023 2.5609 -16.1209
H 11.5783 -0.0267 -16.7765
H 11.9477 0.9068 -18.1278
H 12.5983 -2.6516 -19.1468
H 14.5134 2.4050 -14.4861


39
Properties=species:S:1:pos:R:3 method="wB97M-V/def2-TZVPD" homo_lumo_gap_ev="8.18 / 6.97" charge=-1 s2=6.010 homo_ev="-5.46 / -6.56" multiplicity=5
Ir -0.6785 0.0811 0.0404
O -0.2015 1.7820 1.9920
C 0.9647 1.4296 2.6982
C 2.1145 1.0812 1.7524
N 1.7508 0.0068 0.8359
C 2.4358 0.1611 -0.4392
C 1.8947 1.4364 -1.1787
O 2.6642 2.0589 -1.8890
O 0.6872 1.7108 -0.9301
C 1.8587 -1.3156 1.4163
C 0.6085 -1.6848 2.3063
O 0.8187 -2.3311 3.3175
O -0.4980 -1.2909 1.8652
H 0.0305 2.4557 1.3368
H 0.7058 0.5738 3.3210
H 1.2785 2.2571 3.3527
H 3.0087 0.8303 2.3455
H 2.3438 1.9695 1.1528
H 2.2109 -0.6912 -1.0839
H 3.5273 0.2396 -0.3242
H 2.7607 -1.4360 2.0328
H 1.8681 -2.0568 0.6137
B -0.6321 -1.7686 -4.2321
C -0.5786 -1.4669 -2.7325
N -0.5192 -1.2311 -1.5942
H 0.2081 -1.0731 -4.7377
H -0.4069 -2.9292 -4.4259
H -1.7148 -1.4309 -4.6256
F -6.6569 2.0289 -0.5331
C -5.3616 1.6303 -0.3717
C -4.4518 1.9148 -1.3692
C -3.1401 1.5027 -1.1975
C -2.7310 0.8006 -0.0611
C -3.6914 0.5217 0.9110
C -5.0062 0.9433 0.7715
H -4.7778 2.4431 -2.2544
H -2.4218 1.7341 -1.9712
H -3.4107 -0.0368 1.7934
H -5.7541 0.7404 1.5243


41
Properties=species:S:1:pos:R:3 method="wB97M-V/def2-TZVPD" homo_lumo_gap_ev="4.10 / 5.11" charge=-2 s2=0.762 homo_ev="0.83 / -0.21" multiplicity=2
Pt -1.3083 1.3788 -0.2530
C -2.0476 -1.2546 2.7503
N -1.2301 -1.9852 1.8112
C -0.1144 -2.7427 2.1071
C 0.3349 -3.2315 0.9299
N -0.4919 -2.7931 -0.0745
B -0.3352 -3.1962 -1.5656
N -0.1885 -1.9417 -2.4726
C -0.8508 -1.8296 -3.6770
C -0.5642 -0.6253 -4.2134
N 0.2905 0.0028 -3.3345
C 0.7202 1.3813 -3.4110
C 0.5044 -0.8020 -2.2585
S 1.4524 -0.3640 -0.9236
C -1.4494 -2.0032 0.4666
S -2.6715 -1.1187 -0.3012
H -1.7415 -1.5382 3.7584
H -3.0965 -1.5080 2.5937
H -1.9194 -0.1827 2.6055
H 0.2687 -2.8297 3.1089
H 1.1995 -3.8302 0.7065
H 0.6494 -3.9156 -1.6379
H -1.3305 -3.7821 -1.9495
H -1.5128 -2.6055 -4.0164
H -0.9321 -0.1339 -5.0965
H 0.4850 1.7487 -4.4107
H 1.7938 1.4367 -3.2306
H 0.1739 1.9649 -2.6699
O -0.5427 1.1367 1.7570
N 0.3937 2.0249 2.0003
C 1.4884 1.6049 2.6585
C 2.5078 2.4550 2.9927
C 2.4010 3.7972 2.5917
C 1.2996 4.2043 1.8860
C 0.2396 3.3280 1.5549
S -1.1283 3.7239 0.6502
H 1.4707 0.5475 2.8801
H 3.3676 2.0728 3.5234
H 3.1898 4.5036 2.8236
H 1.1960 5.2230 1.5386
F -1.9712 1.6786 -2.1988


Copy entry 3 word for word.
39
Properties=species:S:1:pos:R:3 method="wB97M-V/def2-TZVPD" homo_lumo_gap_ev="8.18 / 6.97" charge=-1 s2=6.010 homo_ev="-5.46 / -6.56" multiplicity=5
Ir -0.6785 0.0811 0.0404
O -0.2015 1.7820 1.9920
C 0.9647 1.4296 2.6982
C 2.1145 1.0812 1.7524
N 1.7508 0.0068 0.8359
C 2.4358 0.1611 -0.4392
C 1.8947 1.4364 -1.1787
O 2.6642 2.0589 -1.8890
O 0.6872 1.7108 -0.9301
C 1.8587 -1.3156 1.4163
C 0.6085 -1.6848 2.3063
O 0.8187 -2.3311 3.3175
O -0.4980 -1.2909 1.8652
H 0.0305 2.4557 1.3368
H 0.7058 0.5738 3.3210
H 1.2785 2.2571 3.3527
H 3.0087 0.8303 2.3455
H 2.3438 1.9695 1.1528
H 2.2109 -0.6912 -1.0839
H 3.5273 0.2396 -0.3242
H 2.7607 -1.4360 2.0328
H 1.8681 -2.0568 0.6137
B -0.6321 -1.7686 -4.2321
C -0.5786 -1.4669 -2.7325
N -0.5192 -1.2311 -1.5942
H 0.2081 -1.0731 -4.7377
H -0.4069 -2.9292 -4.4259
H -1.7148 -1.4309 -4.6256
F -6.6569 2.0289 -0.5331
C -5.3616 1.6303 -0.3717
C -4.4518 1.9148 -1.3692
C -3.1401 1.5027 -1.1975
C -2.7310 0.8006 -0.0611
C -3.6914 0.5217 0.9110
C -5.0062 0.9433 0.7715
H -4.7778 2.4431 -2.2544
H -2.4218 1.7341 -1.9712
H -3.4107 -0.0368 1.7934
H -5.7541 0.7404 1.5243